[1]
{"formula": "C53H47N9O2PbS", "method": "the ωB97M-V functional and the def2-TZVPD basis", "species": ["Pb", "C", "C", "C", "C", "C", "C", "C", "C", "N", "C", "O", "C", "C", "C", "C", "C", "N", "C", "O", "N", "C", "C", "C", "C", "C", "C", "C", "C", "H", "H", "H", "H", "H", "H", "H", "H", "H", "H", "H", "H", "H", "H", "H", "H", "H", "H", "H", "H", "H", "C", "N", "C", "C", "C", "C", "C", "N", "C", "C", "C", "C", "C", "C", "H", "H", "H", "H", "H", "H", "H", "H", "H", "H", "H", "C", "C", "C", "C", "C", "C", "N", "N", "C", "C", "C", "C", "C", "C", "H", "H", "H", "H", "H", "H", "H", "H", "H", "N", "C", "S", "C", "C", "C", "N", "C", "C", "H", "H", "H", "H", "H", "H"], "coordinates": [[0.7333, -0.2546, 0.0111], [-1.4499, -3.1184, 3.2214], [-1.4851, -3.4902, 1.7681], [-1.4850, -4.8204, 1.3838], [-1.5055, -5.1758, 0.0427], [-1.5580, -4.1810, -0.9168], [-1.5713, -2.8367, -0.5680], [-1.7494, -1.8062, -1.7090], [-1.5161, -2.4713, 0.7891], [-1.3777, -1.1410, 1.1334], [-2.2171, -0.4728, 1.8959], [-3.3282, -0.8511, 2.3221], [-1.7604, 0.9371, 2.2237], [-2.6502, 1.7753, 2.8805], [-2.2166, 3.0250, 3.2715], [-0.9093, 3.3851, 3.0192], [-0.0652, 2.5098, 2.3304], [-0.5070, 1.3021, 1.9211], [1.3587, 3.0284, 2.1302], [1.6252, 4.1024, 2.7154], [2.1906, 2.2923, 1.4334], [3.4237, 2.7899, 1.0524], [4.5927, 2.0730, 1.3817], [4.4887, 0.8302, 2.2181], [5.8329, 2.5166, 0.9459], [5.9529, 3.6715, 0.1894], [4.8074, 4.3820, -0.1338], [3.5497, 3.9631, 0.2732], [2.3336, 4.7459, -0.1176], [-1.2925, -3.9993, 3.8461], [-2.3878, -2.6377, 3.5058], [-0.6510, -2.4008, 3.4118], [-1.4621, -5.5926, 2.1463], [-1.4952, -6.2183, -0.2522], [-1.5841, -4.4660, -1.9613], [-1.4801, -2.7533, -3.5603], [-0.9186, -0.0409, -2.2605], [-1.9685, 0.1784, -1.0508], [-3.6520, 1.4177, 3.0715], [-2.8887, 3.7030, 3.7858], [-0.4979, 4.3303, 3.3437], [3.7885, 0.9848, 3.0394], [5.4627, 0.5501, 2.6249], [4.1084, 0.0000, 1.6199], [6.7202, 1.9525, 1.2181], [6.9271, 4.0120, -0.1434], [4.8938, 5.2864, -0.7275], [2.5931, 5.5388, -0.8206], [1.8718, 5.1842, 0.7691], [1.5984, 4.0848, -0.5822], [-3.1030, 2.8204, -2.5715], [-1.8342, 2.2261, -2.2757], [-0.8218, 2.5747, -2.9787], [0.5274, 2.1236, -2.8865], [1.5079, 2.5620, -3.8009], [2.6966, 1.9472, -3.4393], [2.3920, 1.1682, -2.3186], [1.1025, 1.2555, -1.9761], [-3.5604, 3.8132, -1.5218], [-2.7274, 4.2044, -0.4811], [-3.1485, 5.1616, 0.4321], [-4.4067, 5.7324, 0.3183], [-5.2505, 5.3365, -0.7113], [-4.8278, 4.3831, -1.6234], [-3.8528, 2.0208, -2.6368], [-3.1054, 3.3468, -3.5460], [-0.9617, 3.3103, -3.7924], [1.3427, 3.2456, -4.6227], [3.6639, 2.0415, -3.9084], [3.0745, 0.5478, -1.7544], [-1.7456, 3.7558, -0.3981], [-2.4840, 5.4631, 1.2319], [-4.7331, 6.4840, 1.0272], [-6.2381, 5.7739, -0.8039], [-5.4863, 4.0786, -2.4304], [-6.0595, -1.8541, -2.2300], [-5.2612, -2.6328, -3.0509], [-3.8802, -2.6132, -2.9128], [-3.2638, -1.8130, -1.9568], [-4.0820, -1.0555, -1.1175], [-5.4589, -1.0703, -1.2546], [-1.2682, -0.4543, -1.4057], [-0.9946, -2.1877, -2.8871], [0.3719, -2.5137, -2.7846], [0.8814, -3.3352, -3.7981], [2.2209, -3.6862, -3.8321], [3.0659, -3.2178, -2.8408], [2.5433, -2.4037, -1.8367], [1.2069, -2.0198, -1.7666], [-7.1373, -1.8720, -2.3373], [-5.7141, -3.2651, -3.8056], [-3.2984, -3.2519, -3.5660], [-3.6529, -0.4702, -0.3162], [-6.0667, -0.4770, -0.5834], [0.2103, -3.7038, -4.5739], [2.5931, -4.3247, -4.6263], [4.1187, -3.4853, -2.8440], [3.2312, -2.0526, -1.0647], [4.6894, -5.7444, 3.6223], [4.0573, -4.7058, 4.2403], [4.3240, -4.4706, 5.8637], [3.1506, -3.8954, 3.4350], [2.7467, -4.2926, 2.1532], [1.9638, -3.4430, 1.3939], [1.5756, -2.2439, 1.8117], [1.8896, -1.8888, 3.0559], [2.6579, -2.6697, 3.8964], [5.3823, -6.2017, 4.1915], [4.9197, -5.6440, 2.6450], [3.0258, -5.2606, 1.7586], [1.6394, -3.7210, 0.3969], [1.5189, -0.9181, 3.3690], [2.9101, -2.3420, 4.8945]], "homo_energy_ev": -1.816, "homo_lumo_gap_ev": 4.63, "e_above_lowest_ev": 0.000, "total_charge": -2}


[2]
{"formula": "C53H48BKN8O3", "method": "the ωB97M-V functional and the def2-TZVPD basis", "species": ["K", "C", "C", "C", "C", "N", "N", "B", "N", "N", "C", "C", "C", "C", "C", "C", "C", "C", "C", "C", "N", "N", "C", "C", "C", "C", "C", "C", "C", "C", "C", "C", "C", "C", "C", "C", "C", "C", "H", "H", "H", "H", "H", "H", "H", "H", "H", "H", "H", "H", "H", "H", "H", "H", "H", "H", "H", "H", "H", "H", "H", "H", "H", "H", "H", "H", "N", "C", "C", "C", "C", "C", "C", "C", "C", "N", "C", "H", "H", "H", "H", "H", "H", "H", "H", "O", "C", "C", "O", "O", "C", "C", "C", "C", "C", "C", "C", "C", "C", "C", "C", "C", "H", "H", "H", "H", "H", "H", "H", "H", "H", "H", "H", "H"], "coordinates": [[10.4849, 14.0020, 12.5163], [13.6611, 6.5351, 8.7643], [12.3147, 6.6477, 9.3401], [11.7454, 5.7250, 10.4090], [10.5028, 6.3417, 10.5753], [10.2413, 7.2282, 9.4162], [11.3661, 7.4692, 8.8952], [11.5874, 7.9831, 7.4464], [12.9036, 8.8654, 7.6437], [13.8510, 8.9586, 6.5993], [14.3394, 10.1533, 6.6079], [13.9393, 10.9138, 7.7784], [12.8850, 10.0914, 8.2155], [11.8093, 10.5383, 9.1903], [15.5185, 10.4976, 6.0971], [16.6617, 9.8309, 6.8311], [17.9050, 10.2069, 6.5830], [18.4120, 11.0775, 5.6858], [17.3317, 11.7545, 5.0150], [15.8490, 11.4636, 5.2150], [10.3587, 8.6769, 6.5806], [9.0819, 9.2282, 7.1232], [8.3560, 9.4137, 6.0090], [8.7719, 8.6719, 4.9571], [10.0687, 8.4678, 5.2799], [11.0505, 8.0723, 4.2585], [6.8784, 9.8683, 6.1739], [6.2418, 10.0295, 5.0141], [4.8940, 9.9399, 5.1952], [4.2879, 9.9839, 6.6021], [4.9240, 10.1633, 7.8138], [6.4160, 9.8518, 7.4565], [9.6284, 6.5364, 11.7527], [10.2275, 6.7473, 12.9905], [9.4430, 6.8739, 14.1879], [7.9736, 6.3552, 14.1330], [7.4338, 5.9480, 13.0131], [8.2275, 5.9185, 11.7774], [14.2401, 7.4003, 9.0244], [13.7731, 6.4766, 7.4482], [14.5005, 5.7589, 9.2294], [12.2352, 5.1378, 11.0828], [11.7890, 7.0469, 6.8000], [14.1405, 11.9009, 8.2000], [11.9648, 11.5610, 9.5180], [11.8118, 9.7937, 10.0115], [10.8692, 10.5101, 8.7921], [15.9994, 9.0327, 7.0245], [18.5956, 9.6533, 7.0618], [19.4658, 11.2813, 5.8314], [17.2119, 12.6790, 3.9577], [15.1380, 11.7875, 4.4241], [8.5332, 9.3927, 4.1318], [11.5727, 7.1116, 4.4957], [12.0107, 8.5937, 4.2123], [10.8711, 7.6093, 3.1596], [6.6082, 10.1917, 4.1149], [4.0196, 9.7120, 4.5599], [3.2601, 9.6011, 6.5109], [4.5642, 10.0977, 8.7660], [7.1724, 9.4636, 8.0610], [11.3186, 6.5695, 13.1696], [9.7335, 7.1409, 15.1060], [7.3720, 6.5568, 15.1083], [6.3545, 5.2981, 13.1225], [7.7282, 5.6405, 10.9181], [5.7357, 12.9090, 17.6147], [6.5891, 13.9169, 17.1140], [6.1969, 14.4525, 15.8292], [7.2816, 15.1239, 15.1867], [8.4214, 15.4322, 15.9688], [8.7188, 14.9313, 17.2287], [9.9750, 14.6180, 17.7996], [10.1727, 13.8724, 18.9900], [9.0078, 13.2205, 19.5639], [7.8227, 13.2590, 18.8658], [7.7693, 14.1029, 17.8589], [4.8232, 12.8559, 18.0650], [6.3715, 12.0266, 17.7840], [5.3686, 14.4805, 15.0454], [6.9995, 15.3288, 14.0643], [9.2604, 15.8855, 15.5107], [10.9829, 14.3194, 17.1218], [11.0672, 13.4549, 19.1488], [8.8709, 12.5130, 20.3457], [12.1786, 12.5896, 14.2024], [13.3872, 13.3949, 14.2871], [19.0367, 16.2613, 18.3528], [18.1938, 17.0524, 18.4554], [19.9491, 15.5668, 18.5789], [13.2206, 14.9053, 13.9818], [13.9586, 14.9782, 12.7973], [14.3851, 16.1628, 12.2838], [13.7751, 17.3715, 13.2684], [12.6623, 17.0614, 13.9375], [12.1614, 15.7577, 14.3690], [14.3109, 12.9547, 15.1408], [14.4474, 11.6741, 15.4064], [15.7176, 11.3629, 16.0292], [16.6099, 12.1601, 16.9011], [16.3838, 13.8118, 16.6216], [15.2043, 14.0642, 15.6509], [13.8270, 10.9717, 14.8914], [14.8919, 14.3360, 12.6666], [15.4925, 16.4026, 12.1533], [14.3841, 18.3063, 13.5687], [12.4589, 17.8055, 14.7277], [11.7043, 15.2066, 15.1376], [14.1602, 16.4243, 11.2137], [15.7643, 10.3500, 16.3393], [17.5973, 11.5858, 17.2379], [17.2911, 14.4410, 16.9516], [15.0041, 15.2225, 15.4424], [9.7076, 18.0736, 9.2472]], "homo_energy_ev": [-0.510, -1.006], "homo_lumo_gap_ev": [3.38, 3.93], "e_above_lowest_ev": 29.394, "total_charge": -2}